# 1
Molecular formula: C28H39N7O8PPt
Method: DFT, ωB97M-V with the def2-TZVPD basis set

The energy relative to the best compared isomer or geometry (same formula, charge and spin) comes out at 132.26 kJ/mol. The gap between HOMO and LUMO comes out at 7.41 eV. As for the HOMO energy: -11.1 eV.

Geometry as ORCA input:
```
! RIJCOSX wB97M-V def2-TZVPD def2/J DEFGRID3
* xyz 1 1
Pt 0.5410 0.5203 -0.1049
C 3.5102 0.7532 0.4925
N 2.3090 0.0566 1.0274
C 2.5678 -1.4000 1.0849
C 2.0838 0.6075 2.3995
C 1.3868 1.9436 2.2627
C 1.4235 2.9250 3.2410
C 0.6421 4.0649 3.1029
C -0.1652 4.2184 1.9866
C -0.1950 3.2534 0.9840
C 0.5890 2.1321 1.1355
H 4.3407 0.5822 1.1793
H 3.3071 1.8194 0.4251
H 3.7772 0.3597 -0.4839
H 3.3795 -1.5952 1.7898
H 2.8668 -1.7527 0.1003
H 1.6618 -1.9093 1.4019
H 3.0500 0.6955 2.9003
H 1.4761 -0.1085 2.9485
H 2.0495 2.7936 4.1163
H 0.6628 4.8300 3.8670
H -0.7747 5.1063 1.8795
H -0.8016 3.3844 0.0958
O -0.8023 2.3062 -3.3155
C -0.8813 1.3317 -2.6051
O -0.8206 1.4818 -1.2734
C -1.0846 -0.0307 -3.1675
C -1.6740 -0.1151 -4.4144
C -1.8659 -1.3591 -5.0022
C -1.4194 -2.5050 -4.4088
C -0.7907 -2.3994 -3.1720
C -0.6722 -1.1843 -2.4722
O -0.2577 -1.1745 -1.2451
N -0.2269 -3.6144 -2.6088
O 0.7600 -3.5221 -1.8933
O -0.7428 -4.6709 -2.9116
N -2.5269 -1.4414 -6.3045
O -2.9733 -0.4130 -6.7708
O -2.5892 -2.5299 -6.8381
H -1.9834 0.7866 -4.9227
H -1.5307 -3.4583 -4.9031
C 4.6783 0.9040 -4.8596
C 3.6208 0.8304 -3.8084
C 3.0019 1.9767 -3.3133
C 2.0643 1.8723 -2.3102
N 1.7262 0.6833 -1.7910
C 2.2745 -0.4413 -2.2736
C 3.2212 -0.3962 -3.2708
H 4.6220 1.8364 -5.4173
H 4.5990 0.0700 -5.5554
H 5.6652 0.8503 -4.3946
H 3.2356 2.9529 -3.7145
H 1.5503 2.7374 -1.9150
H 1.9026 -1.3785 -1.8742
H 3.6322 -1.3256 -3.6408
C -1.1159 0.9209 4.4785
N -1.2566 -0.4211 3.9112
C -0.4930 -1.4310 4.6449
P -1.5785 -0.6261 2.3108
O -0.3582 -0.4815 1.3806
N -2.7356 0.4899 1.9996
C -3.8544 0.7054 2.9184
C -3.0941 0.8245 0.6209
N -2.0159 -2.2046 2.1919
C -3.1592 -2.6624 2.9801
C -1.8392 -2.9669 0.9512
H -1.7649 1.0331 5.3501
H -1.3701 1.6858 3.7478
H -0.0857 1.0838 4.8003
H -0.9229 -1.5673 5.6386
H 0.5486 -1.1185 4.7669
H -0.5178 -2.3840 4.1232
H -3.6175 0.3668 3.9226
H -4.7456 0.1751 2.5726
H -4.0821 1.7721 2.9571
H -2.2690 0.6670 -0.0643
H -3.3763 1.8770 0.5722
H -3.9438 0.2212 0.2865
H -3.2372 -2.1070 3.9130
H -3.0239 -3.7171 3.2219
H -4.0962 -2.5555 2.4253
H -0.9635 -2.6310 0.4055
H -2.7128 -2.8690 0.2998
H -1.7189 -4.0200 1.2085
*
```

From a Mulliken analysis of the wavefunction, the atomic charges in e read: 2.9947 -1.1289 -0.1612 -0.7752 -1.5796 1.5680 -0.4720 -0.8371 -0.8428 -0.3479 -0.1240 0.4180 0.3895 0.3798 0.4339 0.2793 0.0802 0.7384 -0.0462 0.5247 0.4150 0.4997 0.5908 -0.6531 -0.8968 -0.8153 1.0840 -0.4031 -0.7467 -0.6425 -0.2797 0.1502 -0.3700 0.9814 -0.5475 -0.6327 1.0289 -0.6115 -0.6223 0.6688 0.6795 -1.5886 0.9280 -1.1682 -0.3158 1.1845 0.0993 -1.3157 0.3952 0.4099 0.2954 0.4350 0.4532 0.3897 0.5495 -1.2997 0.2190 -1.0588 -0.0963 -0.4821 0.6521 -1.0889 -0.7569 0.2511 -1.0706 -0.5585 0.3713 0.3353 0.4512 0.3441 0.3082 0.3459 0.3886 0.3179 0.3154 -0.1177 0.3278 0.3373 0.3431 0.3623 0.2903 -0.2683 0.3095 0.4073

=====

# 2
Molecular formula: C3H4N2OS
Method: DFT, ωB97M-V with the def2-TZVPD basis set

The energy relative to the best compared isomer or geometry (same formula, charge and spin) comes out at 436.04 kJ/mol. The gap between HOMO and LUMO (spin up / spin down) comes out at 5.25 / 6.77 eV. As for the HOMO energy (spin up / spin down): -4.8 / -8.9 eV.

Geometry as ORCA input:
```
! RIJCOSX wB97M-V def2-TZVPD def2/J DEFGRID3
* xyz 0 3
C -0.3920 -1.0055 0.1774
C -1.3948 -0.1082 0.0882
C 1.9633 -0.2287 0.1603
N 0.8503 -0.6209 -0.1062
N 3.1581 -0.1029 0.4721
O 4.0595 0.9379 0.2738
S -1.0371 1.5297 -0.2528
H -0.4991 -1.9377 0.5803
H -2.5049 -0.4517 0.4283
H -2.3910 1.7978 0.1074
H 4.9530 0.6203 0.6341
*
```

From a natural (NBO) analysis of the wavefunction, the atomic charges in e read: -0.0658 -0.3464 0.3279 -0.3915 -0.1555 -0.5428 0.1287 0.1943 0.2362 0.1430 0.4719

=====

# 3
Molecular formula: C44H87NO8
Method: DFT, ωB97M-V with the def2-TZVPD basis set

The gap between HOMO and LUMO comes out at 9.14 eV. As for the HOMO energy: -8.6 eV. The SMILES is C=CN(C)C(=O)OCCCCCCCCCCCCCCCC.C1CCOC1.C1CCOC1.C1CCOC1.C1CCOC1.C1CCOC1.C1CCOC1.

Geometry as ORCA input:
```
! RIJCOSX wB97M-V def2-TZVPD def2/J DEFGRID3
* xyz 0 1
C 2.6982 -0.3435 7.4097
C 1.3723 0.3338 7.4225
N 0.0787 -0.2535 6.8734
C -0.9994 0.7925 7.2117
C 0.1471 -0.4697 5.3691
O -0.0612 0.6017 4.5701
O 0.4081 -1.8137 4.8209
C -0.6917 -2.2551 3.9232
C -0.3232 -1.7752 2.3817
C -0.8665 -2.8031 1.2160
C 0.2184 -2.7020 -0.0528
C -0.2734 -3.6806 -1.2988
C 0.2873 -3.1811 -2.7737
C -0.9038 -2.3794 -3.5808
C -0.4262 -0.8676 -4.0867
C 0.0868 -0.8357 -5.6526
C -0.8366 0.0877 -6.6516
C -1.0916 1.6219 -6.1339
C 0.0221 2.7189 -6.6264
C 0.4757 2.5958 -8.1968
C 1.8877 1.8017 -8.4489
C 3.2166 2.5249 -7.8180
C 3.0266 4.1017 -7.4127
H 3.6749 0.3009 7.3051
H 2.8381 -1.5102 7.5120
H 1.3160 1.4280 7.8818
H -0.6347 1.8786 6.9507
H -1.9948 0.5485 6.6283
H -1.2040 0.6905 8.3686
H -0.6946 -3.4304 3.9578
H -1.7506 -1.8737 4.2481
H -0.8606 -0.7313 2.2210
H 0.8460 -1.7222 2.2739
H -1.8938 -2.4125 0.7933
H -0.9424 -3.9239 1.6132
H 0.2522 -1.6106 -0.4949
H 1.2859 -3.0373 0.3238
H 0.0795 -4.7883 -1.0553
H -1.4528 -3.7029 -1.2369
H 1.2669 -2.5343 -2.6607
H 0.5101 -4.1599 -3.3856
H -1.4137 -3.0127 -4.4323
H -1.7626 -2.1838 -2.7759
H 0.4886 -0.5714 -3.3952
H -1.3595 -0.1665 -3.8842
H -0.0254 -1.9559 -6.0500
H 1.2519 -0.6006 -5.7606
H -1.9096 -0.4355 -6.6775
H -0.4105 -0.0092 -7.7376
H -1.1669 1.7263 -4.9515
H -2.1428 1.9796 -6.5439
H -0.4944 3.7893 -6.5144
H 0.9643 2.7688 -5.8951
H 0.4879 3.6633 -8.7137
H -0.3849 1.9939 -8.7645
H 1.7964 0.7067 -8.0199
H 2.0809 1.6785 -9.6191
H 3.6029 1.8507 -6.9182
H 4.0774 2.4670 -8.6421
H 4.0774 4.6643 -7.4795
H 2.2971 4.7100 -8.0962
H 2.7251 4.1266 -6.2661
C 3.5785 -5.2028 2.3619
C 3.0307 -5.2482 3.7650
C 1.5505 -5.0348 3.5342
O 1.2458 -5.5897 2.2473
C 2.4778 -5.8746 1.5704
H 4.5463 -5.6985 2.2516
H 3.6878 -4.1604 2.0397
H 3.2021 -6.2407 4.1980
H 3.4701 -4.5031 4.4330
H 1.3023 -3.9685 3.5057
H 0.9335 -5.5164 4.2983
H 2.6071 -6.9623 1.5559
H 2.4234 -5.5158 0.5389
C -2.6690 8.0920 -6.8296
C -2.9487 6.7723 -7.5011
C -1.6782 6.5428 -8.2902
O -0.6149 7.1676 -7.5579
C -1.1893 7.9881 -6.5313
H -3.2728 8.2668 -5.9355
H -2.8518 8.9127 -7.5334
H -3.0649 5.9881 -6.7438
H -3.8445 6.7785 -8.1272
H -1.7304 7.0190 -9.2751
H -1.4561 5.4806 -8.4276
H -1.0124 7.4932 -5.5702
H -0.6942 8.9630 -6.5182
C 2.3039 5.2867 7.7211
C 2.0288 5.6308 6.2800
C 0.7873 4.8153 5.9911
O 0.0623 4.7100 7.2241
C 0.9071 5.1655 8.2899
H 2.9132 6.0297 8.2418
H 2.8169 4.3194 7.7803
H 1.8027 6.6999 6.1908
H 2.8578 5.3991 5.6065
H 1.0444 3.8013 5.6669
H 0.1520 5.2749 5.2285
H 0.5290 6.1380 8.6233
H 0.8543 4.4646 9.1276
C -3.0787 1.5151 3.0138
C -4.0611 2.6574 3.0410
C -5.0524 2.2483 1.9735
O -5.0777 0.8143 1.9567
C -3.9787 0.3299 2.7408
H -2.5022 1.4090 3.9362
H -2.3758 1.6498 2.1830
H -4.5581 2.6957 4.0175
H -3.6068 3.6329 2.8501
H -4.7327 2.5885 0.9829
H -6.0583 2.6320 2.1665
H -4.3873 -0.0803 3.6708
H -3.4659 -0.4714 2.2016
C -5.9622 -0.6550 -3.7598
C -6.2419 -1.9747 -4.4313
C -4.9713 -2.2042 -5.2204
O -3.9081 -1.5794 -4.4881
C -4.4825 -0.7589 -3.4615
H -6.5660 -0.4801 -2.8657
H -6.1449 0.1657 -4.4636
H -6.3581 -2.7589 -3.6739
H -7.1377 -1.9685 -5.0574
H -5.0236 -1.7280 -6.2052
H -4.7492 -3.2664 -5.3578
H -4.3056 -1.2538 -2.5003
H -3.9874 0.2160 -3.4484
C 6.7906 -6.5845 6.5078
C 6.2428 -6.6298 7.9109
C 4.7626 -6.4165 7.6802
O 4.4579 -6.9714 6.3932
C 5.6899 -7.2563 5.7163
H 7.7584 -7.0802 6.3976
H 6.8999 -5.5421 6.1856
H 6.4142 -7.6224 8.3439
H 6.6822 -5.8848 8.5790
H 4.5144 -5.3502 7.6516
H 4.1456 -6.8981 8.4442
H 5.8191 -8.3440 5.7018
H 5.6355 -6.8975 4.6848
*
```

Mulliken population analysis, charges in e, atoms 1 to 99: -0.6516 0.0817 0.0743 -0.6651 0.2352 -0.4945 -0.1876 -0.7175 -0.3053 -0.2120 -0.2749 -0.6109 -0.6852 -0.0151 -0.0533 -0.6197 -0.2471 -0.4950 -0.1599 -0.6445 -0.4186 -0.4111 -0.7840 0.2115 0.2493 0.1313 0.2390 0.2125 0.2915 0.4594 0.2272 0.1418 0.3681 0.2741 0.1354 0.2078 0.0567 0.2865 0.2772 0.3192 0.3133 0.3041 -0.2707 0.2757 -0.2134 0.3491 0.1801 0.0754 0.2618 0.2401 0.2661 -0.0846 0.2828 0.2397 0.3881 0.0394 0.3291 0.2183 0.3114 0.3170 0.1577 0.1976 -0.6421 -0.2376 -0.1019 -0.4182 -0.4319 0.3601 0.2742 0.0617 0.3260 -0.2393 0.3485 0.3615 0.2371 -0.5354 -0.5322 -0.1816 -0.3831 -0.4272 0.3351 0.2642 0.2187 0.3669 0.3069 0.0464 0.2728 0.2561 -0.4928 -0.5486 -0.2452 -0.3982 -0.4130 0.3398 0.2155 0.2671 0.3241 0.1320 0.2946

=====

Repeat the second record exactly.
Molecular formula: C3H4N2OS
Method: DFT, ωB97M-V with the def2-TZVPD basis set

The energy relative to the best compared isomer or geometry (same formula, charge and spin) comes out at 436.04 kJ/mol. The gap between HOMO and LUMO (spin up / spin down) comes out at 5.25 / 6.77 eV. As for the HOMO energy (spin up / spin down): -4.8 / -8.9 eV.

Geometry as ORCA input:
```
! RIJCOSX wB97M-V def2-TZVPD def2/J DEFGRID3
* xyz 0 3
C -0.3920 -1.0055 0.1774
C -1.3948 -0.1082 0.0882
C 1.9633 -0.2287 0.1603
N 0.8503 -0.6209 -0.1062
N 3.1581 -0.1029 0.4721
O 4.0595 0.9379 0.2738
S -1.0371 1.5297 -0.2528
H -0.4991 -1.9377 0.5803
H -2.5049 -0.4517 0.4283
H -2.3910 1.7978 0.1074
H 4.9530 0.6203 0.6341
*
```

From a natural (NBO) analysis of the wavefunction, the atomic charges in e read: -0.0658 -0.3464 0.3279 -0.3915 -0.1555 -0.5428 0.1287 0.1943 0.2362 0.1430 0.4719